DFT (ωB97M-V/def2-TZVPD) results for 13 unconnected molecules or ions with the total composition C46H125N7O16 in a non-equilibrium geometry.

Structure (XYZ):
```
194
Properties=species:S:1:pos:R:3
C -0.06063 0.46226 0.03571
C 3.79099 -2.39934 1.22102
H 0.05332 3.27544 -4.75413
O 0.66364 -1.23240 5.65764
C 2.89034 -4.49792 -0.77181
H -1.42753 -1.10474 -6.23881
H 1.11951 2.34079 -6.81194
H -1.60872 6.11108 -3.24253
H -1.62710 -10.77395 0.56104
H 3.94221 -4.11753 -0.98979
H -1.97310 2.22690 2.67580
H -0.19038 -0.25700 0.87611
C -3.04021 5.18727 2.40160
H -3.78161 2.53741 -4.24169
H 0.72330 2.35195 -0.29435
H -1.48691 -2.58327 1.60025
C 0.50637 0.17803 5.59752
H 2.68861 -2.32924 -4.72057
H -1.70397 -7.70874 -2.26161
H 0.07245 0.05252 3.57200
H 1.37537 -1.79991 7.57311
H -4.80972 7.49638 0.91895
H 2.38254 0.04492 -0.47320
H -1.61084 3.53288 4.81767
H 0.00545 6.20088 -3.99154
H -1.61772 1.55770 -3.36980
C -2.25646 -4.29005 -1.55801
H -0.93001 0.76707 -0.47237
N 2.96997 -5.71281 0.01182
H -1.52788 -3.98436 -0.79011
O -0.83840 -8.91706 0.19788
H -3.98621 2.67566 4.65245
H 2.09209 1.02258 1.85257
H -0.49376 -6.38188 -1.98408
H 0.66323 6.25970 4.72005
C 0.50884 -0.33384 -6.07591
N -1.40865 0.64980 -7.19740
H 3.24768 -0.25933 5.35085
O 2.02860 1.25179 0.95768
N -1.97976 -6.44060 -0.55166
H -2.44941 -7.03840 0.11808
O -4.24509 5.76982 1.95595
C -2.92625 -5.60851 -1.23384
C -0.66994 4.88418 5.90812
H -0.03487 -7.24363 4.60131
H 0.47110 -0.09126 -0.64965
C 3.72508 0.62529 -1.71056
C -2.61114 1.17078 -3.03510
H 5.11097 3.92475 4.72510
H 2.25847 1.77280 -4.88014
H -1.25383 3.69483 2.60059
H -0.02745 4.85690 6.83514
H -3.54741 7.68441 2.23861
H -1.06438 -1.48432 -8.88991
O -1.44315 -6.14198 3.42537
C -1.32551 -10.14865 -0.25642
H -0.89268 -4.26828 1.53665
C -1.15955 -7.13745 -1.49514
O 0.92730 5.24267 0.29033
C 5.00141 3.41466 5.67493
H -0.99926 -8.14835 3.44949
C 2.64308 5.40113 2.13488
H -0.36777 -1.48546 7.48427
H 5.97563 3.48389 6.20197
C 0.79513 0.56627 4.17333
H -5.73690 -0.26090 0.92951
C -4.17141 3.65720 4.15634
H 3.61552 2.81932 -4.28663
H 4.65686 -2.74765 0.69652
C -0.97493 6.01948 -6.16968
H 2.61103 2.24175 5.45498
H -1.52643 3.73169 -2.97651
H 3.60436 5.08612 2.39616
H 0.60238 -1.29223 -8.47585
H -2.22113 0.53802 -7.80024
C 0.37050 5.20922 4.71266
C -1.44230 -4.93740 4.27668
C -4.88836 0.29791 1.32373
H 3.60377 0.76325 -2.77821
H -1.41079 5.68185 5.95677
C -3.67318 1.45798 -3.97541
H -3.21823 -6.17528 -2.18734
H 3.25067 -5.63401 0.94323
H -2.51278 5.73399 3.18294
O 2.67125 -0.21580 -1.31793
O -2.56163 0.07208 2.16176
H 2.58368 6.50263 2.10829
H -3.02723 -3.48354 -1.69252
O 1.00584 -1.57157 -5.57420
O -1.18167 3.62963 5.72039
N 2.09714 0.15219 3.65863
C -1.04781 -7.32925 4.10697
C 1.75498 3.70571 -3.78434
H 2.18484 -5.74184 -2.42111
C -0.77271 -0.61553 -6.88657
O 2.76391 3.45033 -6.06033
H 3.69049 -6.32740 -0.40179
H -0.09947 4.96280 3.74605
H 3.99183 -2.04953 2.25490
H -1.07915 5.49904 -7.14702
H -1.42823 -2.19746 4.68393
H 0.43820 -8.62546 -1.46467
H -2.34098 5.08074 1.58384
H 3.50959 1.63907 -1.38668
C 2.15290 -1.37986 -4.74679
H 2.06334 4.91754 2.89432
H 2.23048 3.56480 -2.80080
H -0.29118 -3.62559 -4.12190
C -3.74986 -0.62661 1.68810
H -3.01237 -2.69765 4.79366
C -3.99038 7.02927 1.48417
O 4.69683 2.05451 5.48952
H -5.26631 3.76502 3.96266
H -1.79794 -2.71620 -3.89186
H 0.13847 2.19465 1.32578
H -4.08281 -1.32259 2.47957
H 5.29049 0.52581 -0.21758
O 2.75700 -3.40646 1.34248
H 1.86743 -1.05740 -3.75432
H 3.38400 -1.47706 0.73821
H 1.05198 -4.57499 -1.95589
C 0.48730 -1.85589 6.92441
H 2.58707 -4.08886 -2.85320
H -3.09963 7.03911 0.78289
H 2.02926 3.63311 0.92964
H -0.00643 -3.14723 2.45754
H -3.44560 -1.14009 0.75819
N 0.39936 3.40903 -3.78220
H -0.31835 -2.63491 -7.79768
C 3.27688 0.40605 4.45387
C -3.31282 3.78413 2.86014
H 5.74119 0.99345 -1.81846
O -3.49129 0.62428 -5.18133
C -0.37968 -1.56965 -8.07830
H 5.45835 -0.72440 -1.54886
H -3.75245 3.25375 1.98034
H -0.55005 0.45342 5.88504
H 2.79551 -0.54498 -5.09419
H -2.74783 1.70488 -2.05832
H 1.27087 0.16844 -6.67649
H 4.16733 0.13290 3.92808
H 0.58113 1.60471 4.11406
H 2.09948 -0.82769 3.40792
C -0.22529 -8.03278 -0.74372
O -1.44433 5.21205 -5.10931
O -1.46250 -4.49416 -2.79165
C 2.24083 4.75540 0.79005
C 2.14681 -3.48858 0.05563
H 4.22526 3.80823 6.25065
H -3.97137 4.45526 4.86034
C -0.85694 5.56526 -3.88935
C 2.11835 -4.72821 -2.07767
H 0.32825 -2.90374 6.64331
H 1.22605 0.73077 6.27530
C -1.90442 -3.71399 3.41856
C 2.64104 2.82936 -4.72870
C 1.57452 3.33111 -6.83248
H 3.48510 2.41004 3.84143
H -2.19828 -10.04184 -0.91178
H 0.35982 0.31390 -5.19877
H -2.86371 -3.99742 3.02266
C 0.71577 1.63961 0.53740
H 1.27812 4.61240 4.76343
N -2.21000 -2.54217 4.22192
H -0.50185 -10.67573 -0.80119
H 0.48373 -7.41238 -0.14026
H -2.26569 -0.48814 2.93620
H -0.83309 1.32123 -7.64411
C 3.42825 1.87766 4.81041
N -1.99628 3.18429 3.09593
C 5.13304 0.28079 -1.25454
H -0.09594 4.56089 -2.11064
H 1.84533 3.49570 -7.88294
H 0.05338 6.34587 -6.05944
H -4.62758 1.17121 -3.55950
H 1.10766 -3.83102 0.16880
H -4.41192 1.02999 0.60455
H 2.07799 4.76651 -4.00287
C -1.01638 -3.29664 -3.41923
H -1.57534 6.96619 -6.02191
H -3.88385 -5.45280 -0.68101
H -2.07523 -5.11889 5.13518
H -1.86445 -7.52753 4.84538
H 0.84008 6.12838 0.64631
H -2.67031 0.79474 -5.63654
H 2.08002 -2.50791 -0.38499
H -0.49406 -2.62307 -2.72275
H 3.01202 4.85908 -0.00537
C -1.04868 -3.43786 2.18287
H -0.45569 -4.73412 4.73700
H -2.57454 0.07883 -2.91122
C -0.53181 4.29178 -3.09682
H 0.71503 4.00218 -6.62224
H -5.23554 0.90720 2.16427
```

ΔE to the lowest compared entry with this formula, charge and spin = 275.9 kJ/mol
frontier orbital gap = 8.788 eV
HOMO = -8.33 eV
total energy = -92909.8771 eV